Computed, not measured: a 15-piece molecular cluster, C24H78O15 overall, with wB97M-V/def2-TZVPD.

Results
energy above the lowest of the compared OMol25 structures with the same formula, charge and spin = 0.000 eV
calculated total energy = -2089.830940 Eh
orbital gap = 0.36753 Eh
LUMO = 0.37 eV

Geometry (Å):
O: 2.763 -0.257 -4.393
O: -4.170 -0.347 -1.812
O: 5.182 1.179 -1.170
O: 2.505 2.510 -3.696
O: 2.271 5.838 0.162
O: 3.870 3.347 1.688
O: -2.590 -5.495 1.563
O: 2.464 -1.147 2.784
O: 2.028 1.565 3.562
O: 3.599 -1.046 -1.799
O: -0.352 -2.792 4.024
O: 1.446 -1.472 -0.083
O: 3.331 3.269 -1.086
O: 0.667 -4.122 -0.556
O: -2.230 -1.756 -3.563
C: 2.624 -5.562 -0.604
C: 0.952 6.010 -0.301
C: -2.104 -1.286 3.601
C: -0.536 -1.011 5.587
C: 0.307 7.014 0.625
C: -4.709 1.179 -0.016
C: 1.239 -5.296 -1.188
C: 0.630 -0.564 -0.870
C: 1.245 -5.063 -2.665
C: -3.569 -5.111 0.584
C: 0.971 0.814 -0.360
C: 1.317 4.184 -4.959
C: -0.241 2.263 3.310
C: -4.945 -0.201 -0.620
C: -4.524 -1.295 0.316
C: -0.686 -1.403 4.114
C: 1.518 3.927 3.829
C: 0.174 4.688 -0.236
C: -0.830 -0.880 -0.610
C: -2.791 -4.657 -0.621
C: 1.361 2.721 -4.567
C: 1.059 2.489 4.064
C: 0.153 2.337 -3.754
C: -4.523 -6.255 0.295
H: 0.581 -4.313 0.387
H: 1.269 4.794 -4.056
H: -0.714 2.283 -4.419
H: 2.178 -1.364 1.888
H: 2.043 1.023 -0.412
H: -1.116 -1.911 -0.807
H: 4.676 0.350 -1.304
H: 2.563 -5.928 0.424
H: -5.491 -5.905 -0.076
H: 3.031 -1.190 -1.016
H: -4.685 -2.290 -0.105
H: 1.448 2.077 -5.444
H: 0.454 6.664 1.652
H: 3.251 -4.666 -0.569
H: 1.082 -2.366 -0.215
H: 2.833 1.717 4.074
H: 0.839 -0.678 -1.937
H: -0.040 2.426 2.240
H: 2.608 4.972 -0.102
H: 2.898 0.621 -4.008
H: -2.727 -2.116 3.935
H: 3.281 2.908 -4.105
H: 0.261 1.339 -3.331
H: -0.005 4.384 0.798
H: -0.984 3.029 3.531
H: -0.012 -0.791 3.511
H: -1.067 -0.615 0.428
H: 1.702 4.072 2.762
H: -4.201 0.439 -2.364
H: 0.397 4.412 -5.509
H: 0.881 2.359 5.138
H: -5.035 -1.224 1.277
H: -0.667 1.265 3.378
H: -2.711 -1.419 -2.797
H: 2.282 -0.199 2.875
H: 1.922 -4.252 -2.936
H: -1.171 -1.669 6.178
H: 3.620 3.286 0.753
H: -2.115 -5.448 -0.947
H: 0.685 0.937 0.690
H: 0.785 4.674 4.134
H: 0.448 1.622 -0.880
H: -6.002 -0.257 -0.903
H: -1.488 -0.208 -1.173
H: -0.738 0.041 5.806
H: -0.026 3.095 -2.991
H: -3.451 -4.400 -1.455
H: 2.135 4.443 -5.631
H: 0.233 -4.865 -3.014
H: 0.907 6.345 -1.346
H: 0.602 -2.886 4.126
H: 0.513 -1.148 5.869
H: 3.188 -6.292 -1.191
H: 0.602 -6.154 -0.949
H: 3.429 2.600 2.105
H: 2.452 4.140 4.355
H: 0.669 3.868 -0.765
H: -3.456 -1.245 0.547
H: -3.638 1.310 0.168
H: 0.865 7.957 0.603
H: -2.850 -2.344 -4.001
H: -3.042 -5.622 2.403
H: 5.678 1.300 -1.985
H: -5.056 1.983 -0.668
H: -4.099 -4.240 0.994
H: -4.706 -6.856 1.184
H: 1.598 -5.966 -3.165
H: 4.097 -1.866 -1.891
H: -4.131 -6.900 -0.496
H: 3.942 2.500 -1.074
H: -5.211 1.296 0.947
H: -0.804 4.778 -0.728
H: -0.754 7.190 0.469
H: -2.560 -0.319 3.818
H: 2.662 -0.836 -3.630
H: 2.647 3.028 -1.727
H: -2.101 -1.369 2.507
H: -2.259 -3.729 -0.411

=====

Computed, not measured: a 14-piece molecular cluster, C24H82N6O14 overall, with wB97M-V/def2-TZVPD.

Results
energy above the lowest of the compared OMol25 structures with the same formula, charge and spin = 1.786 eV
calculated total energy = -2345.356840 Eh
orbital gap = 0.31135 Eh
LUMO = -0.12 eV

Geometry (Å):
O: -0.092 0.154 -0.974
O: -4.202 -2.558 -2.513
O: 0.911 -3.088 -1.173
O: -4.217 0.112 -3.897
O: -2.160 -3.875 2.669
O: 2.983 2.692 2.983
O: -0.622 0.594 -7.839
O: -5.309 0.015 2.615
O: -1.191 -0.232 8.530
O: 4.752 -0.540 -3.128
O: 0.530 3.603 -0.515
O: -3.858 -3.250 0.305
O: 4.279 -0.345 -0.430
O: -6.526 -0.124 0.176
N: 0.757 -0.918 6.436
N: 3.726 -3.132 -2.175
N: 2.105 0.913 0.877
N: -3.661 -0.457 0.029
N: -2.522 -0.496 -6.133
N: 0.604 4.007 2.437
C: 0.663 5.059 1.392
C: 1.329 4.592 0.100
C: -0.859 -1.529 -4.748
C: 1.313 -3.526 -2.465
C: 2.806 -2.950 -4.417
C: 1.392 6.259 1.991
C: -0.522 -0.217 6.130
C: -0.149 -0.323 -6.860
C: 3.120 1.297 3.031
C: -0.904 -0.660 4.729
C: 4.006 3.388 3.658
C: 1.961 0.576 2.300
C: 1.020 3.330 -1.818
C: -0.426 -3.404 -0.873
C: -1.500 -0.627 7.226
C: -1.143 -0.352 -5.688
C: 0.761 -0.356 -1.966
C: 2.084 -0.966 2.414
C: -2.311 0.122 0.131
C: -1.420 -0.319 -0.993
C: -1.738 -0.190 1.514
C: 2.532 -2.785 -2.938
C: 0.271 0.738 -8.925
C: -0.948 1.140 8.746
H: 4.533 -2.586 -2.450
H: 0.128 -1.337 -4.326
H: -0.217 -0.312 3.961
H: 2.328 -1.713 -2.803
H: 1.295 0.963 -8.608
H: -0.165 -1.313 -7.333
H: -1.048 -1.734 4.613
H: -2.800 0.246 -6.766
H: -3.573 -1.475 0.092
H: 1.569 -0.406 6.105
H: 3.634 4.399 3.822
H: 2.363 5.873 2.329
H: -1.845 1.728 8.534
H: 4.650 -0.409 -2.163
H: -0.079 1.557 -9.547
H: 4.725 -0.612 0.378
H: 4.056 1.002 2.539
H: 3.499 0.181 -0.126
H: 1.039 4.270 -2.383
H: 1.428 5.463 -0.554
H: 2.971 -1.286 1.863
H: 4.979 3.404 3.162
H: 3.203 0.849 4.031
H: -5.101 -0.868 2.946
H: 2.275 4.135 0.420
H: 0.467 -3.317 -3.133
H: 0.108 3.234 1.993
H: -1.824 -0.145 4.426
H: -0.087 1.430 8.135
H: 1.884 1.908 0.811
H: 4.161 2.967 4.657
H: -0.954 -2.495 -5.246
H: -4.655 -3.614 0.706
H: 0.796 -1.452 -2.002
H: -1.848 -0.211 -1.992
H: -0.648 1.265 9.784
H: 5.695 -0.669 -3.260
H: -4.178 -0.199 0.863
H: -1.606 -1.611 -3.954
H: -0.862 0.463 1.600
H: 3.613 -2.919 -1.189
H: -1.136 -2.949 -1.576
H: 1.498 7.198 1.449
H: -3.499 -0.046 -4.545
H: -5.488 0.537 3.405
H: -4.272 -1.594 -2.640
H: 1.781 -0.002 -1.841
H: -2.161 -4.811 2.902
H: -2.459 0.168 2.247
H: -0.653 -2.975 0.102
H: -1.440 -1.218 1.720
H: 0.390 -0.032 -2.945
H: 1.260 -1.476 1.916
H: 0.883 -0.876 7.448
H: -3.149 -3.441 0.943
H: 1.023 6.593 2.965
H: 0.365 2.660 -2.368
H: -5.736 -0.047 -0.378
H: -1.306 -1.417 -0.920
H: 3.816 -2.605 -4.638
H: -2.429 1.210 0.075
H: -1.158 0.591 -5.136
H: 1.031 0.981 2.708
H: -6.194 -0.028 1.083
H: -3.913 -2.716 -1.597
H: 2.767 -4.000 -4.715
H: -3.887 0.820 -3.335
H: 2.232 -1.302 3.441
H: 1.353 -4.621 -2.399
H: 2.084 -2.370 -4.990
H: -1.673 -1.701 7.159
H: -2.693 -1.368 -6.622
H: 0.873 -0.057 -6.575
H: -2.468 -0.193 6.929
H: -0.625 -4.480 -0.897
H: -0.176 0.820 6.163
H: 0.356 -0.197 -9.487
H: -0.358 5.346 1.127
H: 2.050 2.962 -1.818
H: -1.248 -3.592 2.803
H: 1.572 3.653 2.525
H: 1.253 0.545 0.430

=====

What is the LUMO in the second record? -0.12 eV

=====

Number 1 is which compound? C24H78O15

=====

Which formula does entry 1 have? C24H78O15

=====

Which formula does entry 1 have? C24H78O15